# 1
{
  "formula": "C43H34AsBrN7O3RuS2Se",
  "method": "ωB97M-V/def2-TZVPD",
  "multiplicity": 2,
  "total_energy_ev": -282196.6329,
  "homo_ev": [-5.322, -6.496],
  "e_above_lowest_ev": 2.2289,
  "species": ["Ru", "S", "C", "C", "C", "C", "C", "C", "As", "C", "C", "C", "C", "C", "C", "C", "C", "C", "C", "C", "C", "H", "H", "H", "H", "H", "H", "H", "H", "H", "H", "H", "H", "H", "H", "S", "C", "C", "C", "C", "C", "C", "C", "C", "C", "N", "H", "H", "H", "H", "H", "H", "Br", "C", "C", "C", "C", "C", "C", "C", "O", "O", "H", "H", "H", "H", "C", "N", "C", "C", "O", "N", "C", "N", "H", "H", "H", "H", "H", "H", "H", "Se", "N", "C", "C", "C", "C", "N", "C", "N", "H", "H", "H"],
  "xyz": [[0.357, -0.494, -0.795], [-0.990, -0.561, -2.675], [-2.174, -1.842, -2.435], [-2.916, -2.305, -3.531], [-3.898, -3.263, -3.364], [-4.180, -3.784, -2.101], [-3.452, -3.337, -1.013], [-2.440, -2.395, -1.182], [-1.418, -1.628, 0.257], [-0.747, -3.115, 1.302], [0.013, -2.832, 2.435], [0.626, -3.856, 3.141], [0.495, -5.169, 2.711], [-0.246, -5.454, 1.575], [-0.865, -4.431, 0.869], [-2.875, -0.945, 1.358], [-4.053, -0.567, 0.722], [-5.165, -0.203, 1.469], [-5.099, -0.184, 2.854], [-3.916, -0.531, 3.491], [-2.812, -0.921, 2.747], [-2.711, -1.895, -4.513], [-4.457, -3.607, -4.225], [-4.957, -4.525, -1.974], [-3.672, -3.716, -0.021], [0.172, -1.804, 2.739], [1.229, -3.624, 4.009], [0.990, -5.967, 3.251], [-0.331, -6.474, 1.222], [-1.410, -4.660, -0.037], [-4.119, -0.595, -0.359], [-6.086, 0.060, 0.963], [-5.969, 0.094, 3.437], [-3.857, -0.522, 4.572], [-1.908, -1.220, 3.260], [-3.900, 3.367, -0.749], [-3.991, 3.625, 0.932], [-2.785, 3.498, 1.536], [-1.762, 3.211, 0.593], [-2.193, 3.111, -0.701], [-1.457, 2.964, -1.967], [-2.033, 3.469, -3.134], [-1.365, 3.347, -4.335], [-0.118, 2.748, -4.343], [0.391, 2.296, -3.142], [-0.251, 2.380, -1.975], [-4.940, 3.819, 1.401], [-2.623, 3.589, 2.598], [-2.996, 3.959, -3.093], [-1.809, 3.721, -5.248], [0.448, 2.620, -5.255], [1.347, 1.790, -3.114], [1.548, 0.862, 4.307], [2.008, 2.532, 3.564], [3.209, 3.087, 3.989], [3.631, 4.307, 3.490], [2.855, 4.984, 2.559], [1.667, 4.424, 2.129], [1.225, 3.190, 2.616], [-0.080, 2.652, 2.142], [-0.422, 3.215, 0.936], [-0.773, 1.855, 2.699], [3.806, 2.554, 4.715], [4.565, 4.730, 3.837], [3.170, 5.945, 2.176], [1.053, 4.944, 1.407], [5.059, 2.915, -1.335], [4.291, 1.694, -1.371], [4.695, 0.475, -2.036], [3.380, -0.307, -2.070], [3.244, -1.375, -2.603], [2.410, 0.435, -1.398], [2.972, 1.602, -1.105], [2.302, 2.604, -0.536], [6.104, 2.670, -1.510], [4.997, 3.386, -0.352], [4.741, 3.631, -2.099], [5.439, -0.082, -1.463], [5.067, 0.647, -3.048], [1.287, 2.561, -0.580], [2.741, 3.496, -0.400], [3.515, -1.729, 1.756], [3.894, -3.299, 0.944], [2.975, -3.473, -0.007], [2.855, -4.520, -0.937], [1.854, -4.440, -1.902], [0.981, -3.364, -1.960], [1.040, -2.384, -1.046], [1.998, -2.426, -0.114], [2.047, -1.400, 0.724], [3.549, -5.349, -0.912], [1.753, -5.219, -2.646], [0.222, -3.273, -2.724]],
  "mulliken_spin": [-0.01, 0.00, 0.00, 0.00, 0.00, 0.00, 0.00, 0.00, -0.01, -0.02, 0.00, 0.00, 0.01, 0.00, 0.02, 0.00, 0.00, 0.00, 0.00, 0.00, 0.00, 0.00, 0.00, 0.00, 0.00, -0.01, 0.00, 0.00, 0.00, 0.02, 0.00, 0.00, 0.00, 0.00, 0.00, 0.00, 0.00, 0.00, 0.00, 0.00, 0.00, 0.00, 0.00, 0.00, 0.00, 0.00, 0.00, 0.00, 0.00, 0.00, 0.00, 0.00, 0.00, 0.00, 0.00, 0.00, 0.00, 0.00, 0.00, 0.00, 0.00, 0.00, 0.00, 0.00, 0.00, 0.00, 0.00, 0.00, 0.00, -0.01, 0.01, -0.01, 0.00, 0.00, 0.00, 0.00, 0.00, 0.00, 0.00, 0.00, 0.00, 0.20, 0.29, -0.04, 0.20, -0.04, 0.18, 0.05, -0.05, 0.18, 0.00, 0.01, 0.03]
}

# 2
{
  "formula": "C18H31N5O3S",
  "method": "ωB97M-V/def2-TZVPD",
  "multiplicity": 1,
  "total_energy_ev": -43596.4985,
  "homo_ev": -8.591,
  "e_above_lowest_ev": 0.1988,
  "smiles": "CCN1CCC[C@@H](ONC(=O)[C@H](CNC(=O)Cc2cnns2)C(C)(C)C)C1",
  "species": ["C", "C", "N", "C", "C", "C", "C", "O", "N", "C", "O", "C", "C", "N", "C", "O", "C", "C", "C", "N", "N", "S", "C", "C", "C", "C", "C", "H", "H", "H", "H", "H", "H", "H", "H", "H", "H", "H", "H", "H", "H", "H", "H", "H", "H", "H", "H", "H", "H", "H", "H", "H", "H", "H", "H", "H", "H", "H"],
  "xyz": [[-2.456, -1.905, -1.499], [-3.494, -0.794, -1.521], [-2.969, 0.539, -1.234], [-4.072, 1.487, -1.146], [-3.576, 2.904, -0.892], [-2.724, 2.961, 0.374], [-1.617, 1.942, 0.240], [-0.850, 1.948, 1.462], [0.374, 1.345, 1.258], [0.593, 0.051, 1.639], [-0.293, -0.711, 1.969], [2.047, -0.361, 1.509], [2.110, -1.512, 0.501], [1.743, -1.109, -0.853], [2.514, -0.267, -1.579], [3.459, 0.340, -1.108], [2.232, -0.192, -3.079], [0.809, -0.211, -3.542], [0.213, -1.160, -4.325], [-1.061, -0.862, -4.710], [-1.495, 0.242, -4.240], [-0.349, 0.996, -3.281], [2.671, -0.711, 2.888], [2.152, -2.040, 3.442], [2.331, 0.413, 3.872], [4.194, -0.778, 2.740], [-2.179, 0.555, -0.016], [-2.910, -2.825, -1.869], [-1.613, -1.666, -2.147], [-2.090, -2.105, -0.492], [-3.957, -0.747, -2.509], [-4.294, -1.046, -0.801], [-4.636, 1.443, -2.080], [-4.762, 1.197, -0.332], [-2.979, 3.229, -1.749], [-4.427, 3.581, -0.811], [-2.305, 3.956, 0.534], [-3.326, 2.709, 1.252], [-0.945, 2.227, -0.576], [1.140, 2.000, 1.238], [2.626, 0.467, 1.099], [3.116, -1.933, 0.487], [1.409, -2.288, 0.805], [0.993, -1.593, -1.318], [2.735, 0.711, -3.423], [2.754, -1.038, -3.532], [0.674, -2.066, -4.689], [2.458, -2.881, 2.816], [2.576, -2.206, 4.435], [1.066, -2.041, 3.518], [2.676, 1.380, 3.496], [1.256, 0.474, 4.055], [2.823, 0.234, 4.830], [4.592, 0.156, 2.338], [4.651, -0.951, 3.717], [4.510, -1.590, 2.084], [-2.762, 0.247, 0.870], [-1.355, -0.146, -0.117]],
  "lowdin_charge": [-0.08, -0.26, -0.18, -0.20, -0.17, -0.14, -0.31, -0.05, 0.08, -0.45, 0.09, -0.19, -0.11, 0.10, -0.49, 0.06, -0.10, -0.54, -0.20, -0.08, -0.31, 1.05, -0.55, -0.04, -0.04, -0.05, -0.16, 0.08, 0.04, 0.07, 0.11, 0.12, 0.12, 0.13, 0.11, 0.11, 0.12, 0.13, 0.13, 0.16, 0.13, 0.13, 0.13, 0.13, 0.12, 0.13, 0.11, 0.08, 0.09, 0.08, 0.09, 0.09, 0.09, 0.09, 0.09, 0.08, 0.15, 0.09]
}

# 3
{
  "formula": "C6H10N2O2S",
  "method": "ωB97M-V/def2-TZVPD",
  "multiplicity": 1,
  "total_energy_ev": -24292.1356,
  "homo_ev": -9.554,
  "e_above_lowest_ev": 3.6727,
  "species": ["C", "C", "C", "C", "C", "C", "N", "N", "O", "O", "S", "H", "H", "H", "H", "H", "H", "H", "H", "H", "H"],
  "xyz": [[-1.449, 0.247, -1.588], [-1.394, -1.469, 0.436], [0.953, 2.795, 0.534], [-0.143, -1.782, -2.070], [0.106, 1.508, 0.698], [-0.587, -0.748, -1.046], [-2.051, 1.102, -2.041], [-0.591, -2.499, 0.915], [-2.474, -1.111, 0.853], [1.468, -0.801, 0.690], [1.005, 0.111, -0.320], [1.547, 2.832, -0.348], [0.115, 3.673, 0.410], [1.533, 3.046, 1.368], [0.266, -1.256, -2.964], [-0.818, -2.609, -2.391], [0.734, -2.294, -1.588], [-0.860, 1.594, 0.263], [0.122, 1.397, 1.803], [0.341, -2.339, 0.573], [-0.642, -2.974, 1.771]],
  "lowdin_charge": [-0.29, -0.38, -0.15, -0.09, -0.30, -0.46, 0.20, 0.17, 0.07, -0.54, 0.99, 0.04, 0.14, 0.04, 0.10, 0.11, 0.08, 0.04, 0.11, 0.04, 0.10]
}

# 4
{
  "formula": "C3H5NO",
  "method": "ωB97M-V/def2-TZVPD",
  "multiplicity": 1,
  "total_energy_ev": -6726.6593,
  "homo_ev": -9.606,
  "e_above_lowest_ev": 2.9134,
  "smiles": "C=N[C@@H]1CO1",
  "species": ["C", "N", "C", "C", "O", "H", "H", "H", "H", "H"],
  "xyz": [[1.909, 0.584, 0.061], [0.736, 0.429, -0.408], [-0.313, -0.121, 0.263], [-1.602, -0.588, -0.380], [-1.579, 0.706, 0.267], [2.762, 0.864, -0.640], [2.329, 0.589, 1.133], [-0.155, -0.642, 1.248], [-1.719, -0.491, -1.510], [-2.368, -1.330, -0.035]],
  "lowdin_charge": [-0.03, 0.01, -0.34, -0.13, -0.08, 0.08, 0.10, 0.15, 0.12, 0.11]
}

# 5
{
  "formula": "C17H15Cl2N8O3PdS",
  "method": "ωB97M-V/def2-TZVPD",
  "multiplicity": 1,
  "total_energy_ev": -75294.4826,
  "homo_ev": -3.276,
  "total_charge": -1,
  "e_above_lowest_ev": 0.0000,
  "species": ["Pd", "N", "N", "C", "N", "N", "N", "O", "O", "H", "H", "H", "H", "H", "Cl", "C", "C", "C", "Cl", "C", "C", "C", "C", "N", "C", "C", "O", "H", "H", "H", "H", "N", "C", "N", "C", "C", "C", "C", "C", "C", "S", "H", "H", "H", "H", "H", "H"],
  "xyz": [[0.568, 0.378, 1.017], [2.809, -0.327, -0.917], [2.730, -1.737, -0.852], [2.167, -2.450, 0.160], [2.456, -3.786, 0.092], [1.472, -1.841, 1.085], [0.773, -2.581, 2.021], [0.544, -3.790, 1.862], [0.371, -1.968, 2.973], [2.172, -0.038, -1.655], [2.349, 0.077, -0.071], [3.572, -2.162, -1.207], [2.652, -4.119, -0.839], [1.809, -4.353, 0.624], [-3.820, 3.878, 1.182], [-2.118, 4.210, 0.972], [-1.728, 5.519, 0.720], [-0.407, 5.842, 0.564], [0.036, 7.511, 0.267], [0.591, 4.846, 0.649], [1.971, 5.104, 0.520], [2.861, 4.074, 0.624], [2.382, 2.773, 0.833], [1.099, 2.489, 0.946], [0.194, 3.497, 0.884], [-1.216, 3.125, 1.094], [-1.556, 1.954, 1.360], [-2.484, 6.291, 0.655], [2.305, 6.119, 0.349], [3.927, 4.242, 0.540], [3.073, 1.944, 0.904], [-2.410, -0.668, 1.699], [-2.310, -1.515, 0.664], [-1.224, -1.733, -0.007], [-1.443, -2.650, -1.015], [-0.505, -3.044, -1.969], [-0.860, -3.973, -2.934], [-2.144, -4.515, -2.973], [-3.101, -4.116, -2.051], [-2.743, -3.186, -1.087], [-3.719, -2.471, 0.163], [-1.625, -0.008, 1.772], [-3.301, -0.224, 1.848], [0.476, -2.587, -1.956], [-0.135, -4.275, -3.681], [-2.404, -5.238, -3.737], [-4.106, -4.516, -2.092]],
  "lowdin_charge": [0.31, 0.02, -0.04, -0.43, 0.16, 0.09, -0.43, 0.00, 0.05, 0.07, -0.01, 0.13, 0.10, 0.07, 0.62, -0.60, -0.17, -0.64, 0.61, -0.19, -0.05, -0.07, -0.16, 0.01, -0.12, -0.44, -0.12, 0.09, 0.08, 0.10, 0.08, 0.10, -0.67, 0.08, -0.31, -0.03, -0.11, -0.12, -0.11, -0.49, 1.05, 0.04, 0.09, 0.09, 0.09, 0.09, 0.10]
}

# 6
{
  "formula": "C4H6BrNO",
  "method": "ωB97M-V/def2-TZVPD",
  "multiplicity": 1,
  "total_energy_ev": -77823.7824,
  "homo_ev": -9.783,
  "e_above_lowest_ev": 1.0415,
  "smiles": "O=CNC1(Br)CC1",
  "species": ["O", "C", "N", "C", "Br", "C", "C", "H", "H", "H", "H", "H", "H"],
  "xyz": [[-1.713, 1.958, -0.114], [-0.948, 1.648, -0.991], [0.115, 0.786, -0.881], [0.470, 0.216, 0.309], [1.533, 1.755, 1.627], [0.950, -1.216, 0.404], [-0.394, -0.799, 0.996], [-1.051, 1.936, -2.013], [0.769, 0.762, -1.634], [1.927, -1.293, 0.889], [0.922, -1.697, -0.569], [-1.276, -0.906, 0.413], [-0.647, -0.606, 1.993]],
  "lowdin_charge": [0.07, -0.33, 0.03, -0.62, 0.34, -0.08, -0.08, 0.12, 0.14, 0.10, 0.10, 0.10, 0.09]
}

# 7
{
  "formula": "C3H7N3O",
  "method": "ωB97M-V/def2-TZVPD",
  "multiplicity": 1,
  "total_energy_ev": -9739.6663,
  "homo_ev": -7.805,
  "e_above_lowest_ev": 3.3670,
  "smiles": "NC(N)=C/C=N\\O",
  "species": ["N", "C", "N", "C", "C", "N", "O", "H", "H", "H", "H", "H", "H", "H"],
  "xyz": [[-0.087, 1.060, 0.788], [-0.640, -0.224, 0.630], [-1.350, -0.626, 1.774], [-0.534, -0.860, -0.580], [0.149, -0.212, -1.728], [1.068, 0.647, -1.939], [1.907, 0.749, -0.769], [0.011, 1.292, 1.744], [0.631, 1.431, 0.103], [-1.563, -1.672, 1.828], [-0.994, -0.261, 2.685], [-1.051, -1.891, -0.689], [-0.359, -0.494, -2.700], [2.814, 1.061, -1.147]],
  "lowdin_charge": [0.11, -0.44, 0.07, -0.08, -0.21, -0.02, -0.18, 0.07, 0.08, 0.12, 0.10, 0.12, 0.12, 0.15]
}

# 8
{
  "formula": "C4H7NS",
  "method": "ωB97M-V/def2-TZVPD",
  "multiplicity": 1,
  "total_energy_ev": -16584.6267,
  "homo_ev": -8.249,
  "e_above_lowest_ev": 2.3046,
  "smiles": "C=NSC1CC1",
  "species": ["C", "N", "S", "C", "C", "C", "H", "H", "H", "H", "H", "H", "H"],
  "xyz": [[2.902, 0.192, -0.001], [1.689, 0.538, -0.183], [0.457, -0.622, 0.130], [-0.977, 0.347, -0.256], [-2.121, 0.428, 0.735], [-2.342, -0.209, -0.583], [3.126, -0.793, 0.358], [3.586, 0.987, -0.236], [-0.670, 1.273, -0.668], [-2.549, 1.412, 0.811], [-2.065, -0.239, 1.560], [-2.917, 0.298, -1.314], [-2.422, -1.302, -0.672]],
  "lowdin_charge": [-0.16, -0.36, 0.89, -0.59, -0.17, -0.17, 0.05, 0.06, 0.08, 0.10, 0.09, 0.08, 0.11]
}